Entry 1:
Formula: C3H4O2S
Source: the OMol25 dataset
Level of theory: ωB97M-V with the def2-TZVPD basis set

Properties
- Orbital gap: 9.4 eV
- Multiplicity: 1
- E_HOMO: -8.956 eV
- SMILES: S=C1COCO1
- Maximum force: 2.04 eV Å⁻¹

Last column: Mulliken charge in e.
Atoms and positions in Å:
S: 2.73 -0.16 -0.13  -0.3066
C: 1.11 -0.15 -0.11  0.2827
C: 0.18 1.03 0.02  -0.1816
O: -1.07 0.52 -0.35  -0.3435
C: -1.03 -0.83 -0.01  -0.1124
O: 0.35 -1.24 -0.16  -0.3099
H: 0.46 1.86 -0.69  0.2400
H: 0.20 1.43 1.04  0.2463
H: -1.63 -1.41 -0.64  0.2205
H: -1.30 -1.04 1.03  0.2645

=====

Entry 2:
Formula: C3H4O2S
Source: the OMol25 dataset
Level of theory: ωB97M-V with the def2-TZVPD basis set

Properties
- Orbital gap: 10.0 eV
- Multiplicity: 1
- E_HOMO: -9.718 eV
- Maximum force: 4.49 eV Å⁻¹

Last column: Mulliken charge in e.
Atoms and positions in Å:
C: 0.61 -0.53 -1.26  -0.2619
C: 0.03 -0.07 -0.16  0.1012
C: -1.68 0.24 0.64  -0.7558
O: 2.41 -0.89 0.84  -0.5268
O: 2.36 1.41 -0.20  -0.5313
S: 1.83 0.06 -0.08  0.7840
H: 0.49 -1.06 -2.24  0.3285
H: -2.48 -0.49 0.27  0.2752
H: -1.93 1.21 0.45  0.3082
H: -1.63 0.12 1.74  0.2787

=====

Entry 3:
Formula: C3H4O2S2
Source: the OMol25 dataset
Level of theory: ωB97M-V with the def2-TZVPD basis set

Properties
- Orbital gap (spin up / spin down): 6.9 / 7.1 eV
- Multiplicity: 1
- E_HOMO (spin up / spin down): -8.213 / -8.250 eV
- Maximum force: 3.33 eV Å⁻¹

Last column: Mulliken charge in e.
Atoms and positions in Å:
C: 0.35 0.75 -1.28  -0.1226
C: -0.65 -0.10 -1.27  0.2277
C: 0.87 -0.10 1.22  -0.1535
O: -1.44 -0.81 -2.01  -0.3917
O: -0.23 0.57 1.69  -0.4960
S: 1.57 1.03 -0.13  -0.0815
S: 0.48 -1.75 0.89  -0.2665
H: 0.25 1.70 -2.01  0.2615
H: 1.73 -0.15 2.05  0.2331
H: -2.19 -1.13 -1.51  0.4139
H: -0.75 -0.01 2.35  0.3757

=====

Entry 4:
Formula: C3H4O2Y
Source: the OMol25 dataset
Level of theory: ωB97M-V with the def2-TZVPD basis set

Properties
- Orbital gap (spin up / spin down): 11.1 / 3.6 eV
- Multiplicity: 1
- E_HOMO (spin up / spin down): -24.499 / -19.881 eV
- Maximum force: 4.74 eV Å⁻¹
- Charge: +3

Last column: Mulliken charge in e.
Atoms and positions in Å:
C: -0.43 1.47 -0.38  0.6948
C: -0.70 1.82 0.76  -0.2392
H: 0.08 -0.62 1.62  0.1083
H: -1.18 2.38 1.54  0.3963
O: -0.36 1.09 -1.62  -0.3110
H: -0.25 1.83 -2.23  0.4492
C: 0.46 -1.59 1.07  0.2146
O: 0.55 -1.41 -0.14  -0.4043
Y: 0.96 -2.42 -2.11  1.7485
H: 0.86 -2.54 1.48  0.3427

=====

Entry 5:
Formula: C3H4O2Zn
Source: the OMol25 dataset
Level of theory: ωB97M-V with the def2-TZVPD basis set

Properties
- Orbital gap (spin up / spin down): 7.3 / 7.5 eV
- Multiplicity: 1
- E_HOMO (spin up / spin down): -8.507 / -8.556 eV
- Maximum force: 2.09 eV Å⁻¹

Last column: Mulliken charge in e.
Atoms and positions in Å:
O: -1.20 0.29 -1.59  -0.3284
Zn: -0.34 -1.23 -0.59  0.2606
C: -0.68 1.20 -0.91  -0.1107
O: 0.17 0.55 0.03  0.0394
C: 0.99 1.32 0.89  -0.4917
H: 0.36 2.00 1.47  0.2503
H: 1.53 0.65 1.57  0.2183
H: 1.70 1.90 0.29  0.2637
C: -1.09 -3.05 -1.03  -0.3233
H: -1.44 -3.62 -0.14  0.2218

=====

Entry 6:
Formula: C3H4O3
Source: the OMol25 dataset
Level of theory: ωB97M-V with the def2-TZVPD basis set

Properties
- Orbital gap: 10.2 eV
- Multiplicity: 1
- E_HOMO: -9.532 eV
- SMILES: C=C1OC1(O)O
- Maximum force: 5.14 eV Å⁻¹

Last column: Mulliken charge in e.
Atoms and positions in Å:
C: 1.12 1.49 0.44  -0.9039
C: 0.46 0.36 0.35  0.2418
O: -0.55 -0.24 0.97  -0.4530
C: -0.35 -0.72 -0.26  0.9243
O: -1.30 -0.32 -1.20  -0.4674
O: 0.11 -2.01 -0.48  -0.4789
H: 1.21 1.97 1.49  0.1982
H: 1.73 1.84 -0.31  0.2926
H: -1.94 0.33 -0.84  0.3151
H: -0.48 -2.71 -0.16  0.3313

=====

Entry 7:
Formula: C3H4O3
Source: the OMol25 dataset
Level of theory: ωB97M-V with the def2-TZVPD basis set

Properties
- Orbital gap: 10.5 eV
- Multiplicity: 1
- E_HOMO: -10.112 eV
- SMILES: COC(=O)C=O
- Maximum force: 4.40 eV Å⁻¹

Last column: Mulliken charge in e.
Atoms and positions in Å:
C: -0.59 1.28 0.72  -0.6223
O: 0.36 0.33 0.45  -0.2797
C: -0.01 -0.50 -0.57  0.6659
O: -1.05 -0.55 -1.14  -0.5031
C: 1.18 -1.46 -0.60  0.0707
O: 1.94 -1.31 -1.53  -0.4235
H: -1.36 1.48 -0.14  0.3040
H: -0.12 2.15 1.22  0.2515
H: -1.21 0.84 1.57  0.2410
H: 0.86 -2.27 0.03  0.2956

=====

Entry 8:
Formula: C3H4O3
Source: the OMol25 dataset
Level of theory: ωB97M-V with the def2-TZVPD basis set

Properties
- Orbital gap (spin up / spin down): 7.6 / 7.1 eV
- Multiplicity: 1
- E_HOMO (spin up / spin down): -9.406 / -9.230 eV
- Maximum force: 0.39 eV Å⁻¹

Last column: Mulliken charge in e.
Atoms and positions in Å:
O: -1.11 0.02 0.71  -0.2632
C: -0.52 1.03 0.12  0.2974
C: 0.68 0.90 -0.54  -0.8843
O: -0.01 -1.10 -0.86  -0.3501
C: -0.18 -1.18 0.47  0.4926
O: 0.60 -1.43 1.37  -0.5149
H: -1.12 1.94 0.13  0.3857
H: 0.99 1.64 -1.26  0.3050
H: 1.46 0.28 -0.09  0.3019
H: -0.79 -2.11 -0.04  0.2301

=====

In kcal/mol, the energy above the lowest of the compared OMol25 structures with the same formula, charge and spin values for the records above are, in order, 24.10 121.03 103.15 0.00 57.56 75.24 52.78 147.92.